Entry from OMol25: a cluster of 3 separate species, C29H56BF2N4O9SSi in total at a distorted geometry (ωB97M-V/def2-TZVPD).

```
103
Properties=species:S:1:pos:R:3:mulliken_charge:R:1
C -5.54180 -5.93818 -0.11427 -0.895
C -6.46880 -5.33184 -1.16001 -0.159
O -6.65643 -3.92116 -0.92791 -0.513
B -5.80618 -3.02663 -1.45320 0.666
O -5.02479 -3.23893 -2.55929 -0.401
N -5.69561 -1.71375 -0.71281 -0.210
S -6.53778 -0.35754 -1.32505 -0.140
C -4.95823 -1.59193 0.39694 0.554
N -4.79221 -0.47448 1.12034 -0.480
C -3.98061 -0.81744 2.10943 -0.329
C -3.49203 0.08101 3.23483 1.451
F -3.85894 -0.58070 4.38936 -0.342
F -2.12072 0.05494 3.20681 -0.305
C -4.02486 1.48533 3.28456 -1.479
C -3.78450 2.35240 2.04521 -0.653
Si -2.02445 3.00342 1.74861 0.455
C -1.16735 1.77187 0.61460 -1.162
C -1.02614 3.19612 3.32835 -1.301
C -2.07543 4.61684 0.80810 0.281
C -3.24206 5.20937 0.31418 -0.041
C -3.19794 6.40668 -0.38446 -0.705
C -1.98164 7.03886 -0.59601 -0.546
C -0.80822 6.46214 -0.12804 -0.732
C -0.86064 5.26294 0.56582 -0.314
N -3.61887 -2.10179 2.05409 0.128
C -2.78145 -2.95978 2.88626 -0.909
C -1.62537 -3.57107 2.08910 -0.281
O -0.52381 -3.62679 2.97100 -0.504
N -4.24575 -2.59952 0.94737 -0.066
H -4.54470 -6.13023 -0.51450 0.319
H -5.92702 -6.88780 0.24856 0.371
H -5.45037 -5.27049 0.74376 0.133
H -6.11239 -5.51088 -2.17170 0.252
H -7.45152 -5.78981 -1.08492 0.357
H -5.31664 -2.73319 -3.32664 0.307
H -5.47119 0.33672 -1.75413 0.171
H -3.58660 1.92312 4.18122 0.415
H -5.09651 1.39259 3.47266 0.504
H -4.11449 1.85329 1.13708 0.562
H -4.43099 3.22602 2.15782 0.417
H -1.12792 0.77186 1.04717 0.315
H -1.73113 1.71057 -0.32034 0.302
H -0.15803 2.08878 0.35358 0.381
H -0.66946 4.22079 3.42529 0.483
H -1.59620 2.97690 4.23127 0.378
H -0.17672 2.51458 3.30895 0.347
H -4.19443 4.71777 0.47369 0.275
H -4.11478 6.84111 -0.75862 0.409
H -1.96194 7.98214 -1.12491 0.405
H 0.15288 6.92906 -0.29305 0.451
H 0.07308 4.83113 0.90959 0.349
H -2.39363 -2.39285 3.72322 0.405
H -3.42899 -3.74689 3.27401 0.266
H -1.40241 -2.95194 1.21523 0.421
H -1.87728 -4.57854 1.74385 0.348
H 0.28186 -3.69596 2.44846 0.250
H -4.15347 -3.55958 0.65188 0.317
C 4.07122 -4.20214 4.31037 -0.631
O 4.53594 -5.20040 3.43337 -0.283
C 3.54371 -6.15049 3.09449 -0.341
C 3.72283 -6.66005 1.68454 -0.341
O 3.32853 -5.73868 0.67829 -0.454
C 4.17706 -4.62961 0.42091 -0.296
C 5.45753 -4.97207 -0.30431 -0.615
O 6.38805 -5.58333 0.56718 -0.282
C 7.24647 -6.49609 -0.08131 -0.779
H 3.83316 -4.61258 5.29796 0.335
H 4.85877 -3.45903 4.41456 0.240
H 3.17857 -3.71448 3.89718 0.195
H 2.54271 -5.70866 3.18750 0.131
H 3.61391 -6.99580 3.79197 0.391
H 3.04814 -7.51056 1.56290 0.395
H 4.74093 -7.01883 1.52565 0.151
H 4.39131 -4.06786 1.33279 0.165
H 3.59594 -3.98476 -0.24316 0.384
H 5.89142 -4.04167 -0.69614 0.397
H 5.22780 -5.63157 -1.14941 0.348
H 6.67629 -7.25413 -0.63050 0.342
H 7.83450 -6.99054 0.68880 0.235
H 7.92456 -5.98694 -0.77511 0.332
C 0.29118 5.10074 -3.63332 -0.613
O 1.57773 5.67394 -3.63453 -0.329
C 2.20813 5.64464 -2.36768 -0.128
C 3.70778 5.51197 -2.49461 -0.513
O 4.15405 4.21587 -2.85019 -0.464
C 3.96857 3.78645 -4.18875 -0.327
C 4.88813 4.44231 -5.19216 -0.565
O 4.47496 5.76564 -5.47769 -0.278
C 5.54295 6.62394 -5.81079 -0.781
H -0.41827 5.69592 -3.04675 0.198
H -0.04790 5.06268 -4.66690 0.280
H 0.31257 4.08018 -3.23048 0.308
H 1.82204 4.81143 -1.76661 0.195
H 1.98517 6.58594 -1.84579 0.237
H 4.12909 5.68845 -1.50210 0.428
H 4.10767 6.27503 -3.16540 0.179
H 2.92633 3.88292 -4.50128 0.131
H 4.21657 2.72268 -4.17353 0.394
H 4.86442 3.85336 -6.11953 0.396
H 5.91204 4.43393 -4.80094 0.354
H 6.31322 6.61924 -5.03105 0.342
H 5.13670 7.62983 -5.89455 0.233
H 6.00112 6.34454 -6.76630 0.330
```

Properties
Total energy = -80187.0916 eV
Multiplicity = 1
Highest occupied orbital energy = -10.398 eV
E_LUMO = -3.00 eV
Charge = +1

---

Entry from OMol25: a cluster of 3 separate species, C29H56BNO13 in total (ωB97M-V/def2-TZVPD).

```
100
Properties=species:S:1:pos:R:3:mulliken_charge:R:1
C 5.98284 -3.18464 -0.82636 -1.108
C 5.21345 -4.10502 -1.77241 -0.608
C 4.01965 -3.40136 -2.42824 0.045
C 2.76842 -3.53245 -1.58325 -0.512
O 1.81820 -2.56832 -2.02878 -0.143
C 0.64574 -2.53417 -1.27056 -0.924
C -0.48573 -3.34021 -1.87491 0.233
O -0.40351 -4.42061 -2.35883 -0.633
O -1.64624 -2.67040 -1.78539 -0.415
C -1.46691 -1.24838 -1.48687 -0.794
B -2.51220 -0.93631 -0.28165 0.832
C -3.32600 -2.07427 0.40625 -1.005
O -2.72755 0.33995 0.14846 -0.886
N -1.76896 -0.48551 -2.70865 0.580
C -1.68481 -1.23753 -3.97549 -1.294
C -2.98308 0.29499 -2.68851 0.733
C -2.82681 1.72224 -2.22518 -1.366
O -4.02408 -0.13877 -3.07924 -0.564
C 0.06376 -1.10949 -1.03720 2.684
C 0.19618 -0.77934 0.44561 -2.284
C 1.66230 -0.72848 0.88102 -0.353
O 1.76573 -1.44688 2.11268 -0.515
O 0.75683 -0.06043 -1.64875 0.955
C 1.12312 -0.05702 -3.03313 -1.520
C 2.55613 0.44226 -3.13783 1.274
C 3.15168 0.04158 -4.48450 -1.961
C 2.64830 1.95351 -2.86552 -1.609
C 2.80158 2.32622 -1.36963 2.120
C 4.07567 3.14085 -1.14139 -1.885
C 1.57333 3.06375 -0.79543 -1.198
H 6.85420 -3.68306 -0.39743 0.406
H 6.32202 -2.28856 -1.35290 0.290
H 5.35105 -2.85605 0.00487 0.210
H 4.85173 -4.97277 -1.20798 0.304
H 5.88640 -4.49207 -2.54043 0.366
H 4.23041 -2.33093 -2.54180 -0.046
H 3.82395 -3.79144 -3.42998 0.302
H 3.00405 -3.34503 -0.52355 0.270
H 2.33635 -4.53600 -1.66691 0.243
H 0.82181 -3.00321 -0.29141 0.608
H -2.73292 -2.97873 0.55947 0.324
H -4.18316 -2.35857 -0.21346 0.337
H -3.70400 -1.72531 1.37059 0.284
H -2.20498 1.01419 -0.30362 0.211
H -0.78339 -1.84404 -4.00237 0.498
H -2.54702 -1.88852 -4.12461 0.347
H -1.62809 -0.51854 -4.79583 0.324
H -1.86824 1.90373 -1.73338 0.254
H -3.66732 2.00600 -1.59002 0.379
H -2.86064 2.34746 -3.12183 0.384
H -0.28558 0.17476 0.65823 0.595
H -0.29841 -1.55169 1.04646 0.334
H 2.31286 -1.16873 0.11665 -0.012
H 1.97776 0.31070 1.01956 0.330
H 2.69886 -1.55372 2.32775 0.361
H 1.04436 -1.05198 -3.46759 0.459
H 0.43669 0.61775 -3.55480 0.573
H 3.10799 -0.07537 -2.34316 -0.165
H 3.16102 -1.04604 -4.59559 0.375
H 4.17980 0.40232 -4.56907 0.460
H 2.58725 0.47143 -5.31883 0.376
H 3.49222 2.36386 -3.43063 0.482
H 1.74570 2.43152 -3.26206 0.265
H 2.89818 1.38776 -0.81417 -0.682
H 4.95763 2.61911 -1.52276 0.417
H 4.00200 4.10320 -1.65985 0.400
H 4.23020 3.34911 -0.07946 0.459
H 0.98138 2.41221 -0.14738 0.103
H 0.91170 3.42549 -1.58692 0.255
H 1.86886 3.93392 -0.20297 0.427
C 0.26344 -1.23309 5.20177 -0.864
C 0.04065 -2.53021 5.94392 -0.265
O 1.13536 -2.82230 6.83610 -0.358
C 1.10068 -2.19129 8.00751 0.794
O 0.23494 -1.44784 8.39409 -0.559
O 2.18530 -2.54212 8.70243 -0.345
C 2.27567 -1.94405 9.99935 -0.633
H 1.21631 -1.25182 4.67477 0.200
H -0.52473 -1.08915 4.46198 0.256
H 0.25233 -0.38735 5.88877 0.351
H 0.02053 -3.37699 5.26053 0.280
H -0.88726 -2.51529 6.51411 0.339
H 1.37069 -2.13197 10.57314 0.300
H 2.43032 -0.86973 9.91205 0.291
H 3.13250 -2.41063 10.47546 0.216
C -6.42431 2.72229 1.02592 -0.995
C -7.37345 3.41738 0.07603 -0.258
O -7.36109 4.84729 0.26466 -0.345
C -6.35019 5.48849 -0.31681 0.801
O -5.48127 4.98652 -0.98512 -0.550
O -6.45919 6.78711 -0.03602 -0.342
C -5.42798 7.60504 -0.59805 -0.626
H -6.65148 2.99227 2.05755 0.364
H -6.52371 1.64149 0.92094 0.324
H -5.39165 2.99392 0.81098 0.226
H -8.40585 3.13260 0.26736 0.287
H -7.13261 3.19504 -0.96267 0.325
H -5.35514 7.44708 -1.67197 0.295
H -4.46936 7.37923 -0.13353 0.289
H -5.71914 8.62824 -0.38231 0.217
```

Properties
Structure (SMILES) = CCCCO[C@@H]1C(=O)O[C@](B(C)O)(N(C)C(C)=O)[C@]1(CCO)OC[C@@H](C)CC(C)C.CCOC(=O)OC.CCOC(=O)OC
Total energy = -59766.5059 eV
Multiplicity = 1
Highest occupied orbital energy = -9.156 eV
E_LUMO = 0.36 eV